{
  "formula": "C7H10",
  "method": "ωB97M-V with the def2-TZVPD basis set",
  "gap_ev": 9.7,
  "energy_ha": -272.571567,
  "smiles": "C=C1[C@H]2C[C@@H]12.C=C",
  "species": ["C", "C", "C", "C", "C", "H", "H", "H", "H", "H", "H", "C", "C", "H", "H", "H", "H"],
  "positions_angstrom": [[0.5885, -2.0739, -0.8003], [1.0360, -1.1172, -0.0011], [2.1140, -0.2043, 0.3292], [1.3081, 0.9183, 0.8990], [0.9666, -0.4804, 1.3026], [-0.2986, -2.6456, -0.5447], [1.0989, -2.3118, -1.7282], [3.1720, -0.4007, 0.4525], [0.6207, 1.4691, 0.2570], [1.8070, 1.5248, 1.6550], [1.0056, -0.9239, 2.2901], [-2.0075, 0.4237, -0.6245], [-2.4839, 1.6594, -0.7282], [-1.6604, -0.1354, -1.4899], [-1.9281, -0.0816, 0.3355], [-2.5571, 2.1648, -1.6881], [-2.8223, 2.2169, 0.1423]],
  "atomic_forces_ev_per_a": [[0.054, 0.064, 0.079], [-0.017, -0.158, -0.078], [0.332, -0.034, -0.177], [-0.021, 0.237, 0.030], [-0.208, -0.178, 0.272], [0.128, 0.099, -0.013], [-0.054, 0.060, 0.137], [-0.200, 0.032, -0.029], [0.114, -0.122, 0.088], [-0.079, -0.112, -0.116], [-0.008, 0.080, -0.190], [-0.067, 0.148, -0.034], [0.040, -0.148, 0.024], [-0.067, 0.118, 0.128], [-0.022, 0.097, -0.131], [0.020, -0.087, 0.124], [0.056, -0.096, -0.115]],
  "nbo_charge": [-0.481, 0.027, -0.229, -0.380, -0.236, 0.206, 0.208, 0.229, 0.216, 0.212, 0.230, -0.384, -0.398, 0.201, 0.195, 0.193, 0.191]
}